{
  "formula": "C5H7NO",
  "method": "the ωB97M-V functional and the def2-TZVPD basis",
  "smiles": "C/C=C1/NC=CO1",
  "lumo_ev": 0.8,
  "homo_lumo_gap_ev": 9.4,
  "de_lowest_kcal_mol": 90.6,
  "species": ["H", "H", "H", "O", "H", "C", "C", "C", "H", "C", "C", "H", "N", "H"],
  "xyz": [[0.4725, 0.9294, -1.8310], [-3.1512, -0.7205, 0.5983], [2.7286, 1.1326, -0.2918], [0.0036, 0.0109, 1.3209], [-0.7823, -2.1974, 1.2181], [-1.0371, -1.2427, 0.8019], [-0.1837, 0.5561, 0.1124], [0.7435, 0.5757, -0.8435], [2.6850, -0.2719, -1.3657], [2.1691, 0.2226, -0.5339], [-2.0962, -0.5296, 0.4046], [-2.1008, 1.5061, 0.1154], [-1.6232, 0.6545, -0.1436], [2.2137, -0.4270, 0.3459]]
}

{
  "formula": "C5H7NO",
  "method": "the ωB97M-V functional and the def2-TZVPD basis",
  "lumo_ev": 0.5,
  "homo_lumo_gap_ev": 8.9,
  "de_lowest_kcal_mol": 115.8,
  "species": ["C", "N", "H", "H", "C", "H", "O", "C", "H", "H", "C", "C", "H", "H"],
  "xyz": [[-1.0104, 0.9059, 0.1253], [-0.6801, 0.2710, 1.4149], [-1.0632, -0.7142, -1.4896], [-0.3174, -1.8385, 1.1837], [-1.3888, -0.4693, -0.4721], [2.8510, -0.7300, -0.7761], [2.0582, -0.2441, -1.0384], [-0.5450, -0.8808, 0.7221], [1.6346, -0.4593, 0.9829], [-1.6645, 1.7826, 0.0936], [0.4481, 1.1127, -0.0555], [1.2415, -0.0578, 0.0510], [-2.4470, -0.7207, -0.3232], [0.8832, 2.0425, -0.4186]]
}

{
  "formula": "C5H7NO",
  "method": "the ωB97M-V functional and the def2-TZVPD basis",
  "smiles": "C1=N[C@H]2C[C@H]2CO1",
  "lumo_ev": 1.0,
  "homo_lumo_gap_ev": 10.4,
  "de_lowest_kcal_mol": 37.1,
  "species": ["O", "H", "C", "C", "C", "C", "H", "H", "H", "H", "N", "C", "H", "H"],
  "xyz": [[1.7181, 0.6354, 0.1979], [-0.6463, -1.6874, -1.2865], [-0.6064, 0.4450, -0.6181], [0.4703, 1.3128, -0.0133], [-1.4962, -0.3578, 0.2970], [-0.3986, -1.0349, -0.4549], [-1.3199, -0.2453, 1.3661], [0.6912, 2.1652, -0.6583], [-2.5249, -0.5350, 0.0015], [0.1696, 1.7139, 0.9613], [0.7346, -1.5123, 0.2749], [1.6580, -0.6800, 0.5063], [2.5777, -1.0186, 0.9810], [-1.0272, 0.7989, -1.5549]]
}

{
  "formula": "C5H7NO",
  "method": "the ωB97M-V functional and the def2-TZVPD basis",
  "smiles": "[H]/N=C1\\[C@@H]2[C@H](CO)[C@H]12",
  "lumo_ev": 0.9,
  "homo_lumo_gap_ev": 10.3,
  "de_lowest_kcal_mol": 73.9,
  "species": ["H", "O", "H", "H", "C", "C", "H", "C", "C", "N", "H", "H", "H", "C"],
  "xyz": [[-1.0976, -1.5559, 1.4740], [-0.0942, 0.9676, -1.6631], [-0.8389, 2.4404, 1.5559], [1.2416, -0.5549, -2.1161], [-0.7077, -0.7866, 0.8183], [0.3783, -0.9269, -0.1894], [0.4849, 1.4438, -1.0521], [0.2760, -0.3851, -1.6125], [0.6357, 0.0033, 0.9569], [-1.4082, 1.6145, 1.3720], [-0.4903, -0.9338, -2.1685], [0.9127, -1.8776, -0.1309], [1.3929, -0.0902, 1.7266], [-0.6852, 0.6414, 1.0290]]
}

{
  "formula": "C5H7NO",
  "method": "the ωB97M-V functional and the def2-TZVPD basis",
  "smiles": "CC(=O)[C@@H](C)C#N",
  "lumo_ev": 0.7,
  "homo_lumo_gap_ev": 11.0,
  "de_lowest_kcal_mol": 15.5,
  "species": ["H", "H", "H", "O", "C", "C", "C", "H", "H", "C", "N", "H", "C", "H"],
  "xyz": [[-1.5915, -0.4071, -1.5462], [-0.2010, 1.4996, 1.7082], [0.9153, 0.3851, 2.5505], [-0.6628, 1.8186, -0.4951], [0.1236, 0.4620, 1.8057], [-0.2437, 0.6967, -0.6639], [0.6538, -1.4490, 0.2993], [-0.7291, -0.1451, 2.1246], [-0.5824, 0.4836, -2.7763], [-0.5835, -0.1166, -1.8637], [0.6933, -2.6022, 0.2066], [0.0006, -1.0304, -1.9820], [0.5989, 0.0149, 0.4253], [1.6085, 0.3898, 0.2071]]
}

{
  "formula": "C5H7NO",
  "method": "the ωB97M-V functional and the def2-TZVPD basis",
  "smiles": "[H]/N=C1/CC=CCO1",
  "lumo_ev": 0.7,
  "homo_lumo_gap_ev": 9.5,
  "de_lowest_kcal_mol": 68.8,
  "species": ["H", "H", "H", "H", "C", "N", "H", "O", "H", "C", "C", "C", "C", "H"],
  "xyz": [[-2.5694, -1.4998, -0.8718], [-1.2174, 1.8167, -0.1886], [-0.1132, 1.4407, 1.9954], [2.1325, 0.6890, 1.0788], [-1.1219, -0.3316, -0.5920], [-2.3521, -0.5120, -0.7882], [1.5536, -1.7679, 0.4380], [-0.1645, -1.3200, -0.5423], [1.7920, -0.8053, -1.0343], [1.1577, -0.9288, -0.1496], [1.2028, 0.2179, 0.8204], [0.0533, 0.7797, 1.1493], [-0.5474, 0.9815, -0.2610], [0.1941, 1.2400, -1.0542]]
}

no.,E_tot (hartree)
1,-324.5801
2,-324.5399
3,-324.6654
4,-324.6067
5,-324.6998
6,-324.6149